This record from the OMol25 dataset describes a 9-piece molecular cluster, C32H80N2O9 overall at a distorted geometry. The level of theory is ωB97M-V/def2-TZVPD.

As for the net charge: 0. The structure (SMILES) is CC1(C)CCCC(C)(C)N1O.CC1(C)CCCC(C)(C)N1O.CCO.CCO.CCO.CCO.CCO.CCO.CCO. The HOMO energy comes out at -0.294 Ha. The calculation puts the electronic energy at -55884.28948 eV. The energy relative to the best compared isomer or geometry (same formula, charge and spin) comes out at 48.04 kcal/mol. The value obtained for the HOMO-LUMO gap is 8.2 eV.

Structure (XYZ):
```
123
Properties=species:S:1:pos:R:3:forces:R:3:mulliken_charge:R:1
C -24.5625 -1.3253 -19.6498 0.774 -0.096 -0.160 -2.014
C -24.0217 -0.0395 -18.9767 0.153 -0.180 0.073 2.061
C -25.0162 1.0889 -19.3330 0.246 0.836 -0.254 -1.652
C -23.9696 -0.2769 -17.4712 -0.684 1.074 1.269 -1.481
C -23.1796 0.7817 -16.6408 -0.770 -1.042 -0.464 0.629
C -21.7800 0.9059 -17.1810 -0.068 0.243 -0.444 -1.501
C -21.7714 1.2332 -18.7091 -1.914 0.741 1.413 1.755
C -22.2769 2.7018 -18.8923 0.205 -0.905 -0.625 -0.619
C -20.3636 1.2272 -19.1474 2.234 -0.813 -0.149 -2.153
N -22.6036 0.2185 -19.4154 -0.130 -1.050 3.910 0.082
O -22.4538 0.2791 -20.7300 0.082 0.279 -2.640 -0.486
H -24.4909 -1.3032 -20.7372 -0.275 0.411 -0.045 0.370
H -23.9698 -2.2038 -19.3948 0.123 0.064 0.373 0.459
H -25.5922 -1.5081 -19.3426 0.015 0.103 -0.028 0.409
H -26.0510 0.7755 -19.4711 0.135 -0.421 -0.062 0.414
H -25.0916 1.9427 -18.6596 0.375 -0.280 0.488 0.222
H -24.7000 1.5686 -20.2593 -0.150 -0.110 -0.397 0.237
H -24.9685 -0.1861 -17.0446 -0.516 -0.107 -0.407 0.451
H -23.7034 -1.2929 -17.1800 0.631 -0.006 -0.380 0.362
H -23.6989 1.7387 -16.5915 -0.068 0.211 -0.608 -0.727
H -23.2902 0.4724 -15.6015 0.708 -0.251 0.150 0.487
H -21.2208 -0.0212 -17.0549 0.024 -0.064 0.193 0.454
H -21.2780 1.7194 -16.6573 0.355 -0.024 -0.055 0.463
H -22.5124 2.7568 -19.9551 -0.275 0.579 -0.160 0.298
H -21.4310 3.3713 -18.7364 -0.262 0.188 0.214 0.135
H -23.1463 2.9768 -18.2950 0.193 0.024 -0.078 -0.478
H -19.7993 1.8959 -18.4973 -0.078 0.335 -0.070 0.432
H -20.0877 1.4602 -20.1758 -0.627 0.271 -0.104 0.285
H -19.8644 0.2767 -18.9591 -0.289 -0.426 -0.033 0.482
H -22.8624 1.1131 -20.9729 -0.179 0.506 -0.903 0.428
C -25.9174 7.8286 -16.9691 -0.462 0.424 -0.036 -1.634
C -26.8904 6.9864 -16.1283 -0.485 -0.554 -0.036 2.079
C -26.7520 7.3857 -14.6172 0.679 -1.437 0.348 -2.129
C -28.3769 7.2173 -16.5326 -0.276 0.392 -0.795 -1.378
C -28.8838 6.4663 -17.7872 1.421 0.338 1.038 -0.543
C -28.6431 4.9819 -17.5993 -0.652 0.712 0.264 -1.202
C -27.1912 4.5832 -17.2625 -0.699 0.029 0.588 1.674
C -27.2122 3.1828 -16.6143 0.232 0.234 0.008 -1.446
C -26.3886 4.5395 -18.5258 0.385 0.137 -0.887 -0.418
N -26.6118 5.5422 -16.3018 -0.338 -0.275 1.318 -0.067
O -25.2805 5.1861 -15.9156 -1.286 0.001 0.354 2.074
H -24.9034 7.8585 -16.5703 -0.103 -0.056 0.258 -0.125
H -25.7998 7.5042 -18.0030 -0.323 -0.096 0.015 0.142
H -26.3308 8.8372 -16.9734 0.310 0.263 -0.090 0.541
H -27.4326 8.1005 -14.1547 0.178 0.627 -0.794 0.375
H -26.9144 6.5291 -13.9630 -0.418 -0.604 -0.370 0.316
H -25.7046 7.5495 -14.3635 0.016 0.807 -0.181 0.284
H -29.0716 7.0195 -15.7163 0.253 -0.464 0.285 0.436
H -28.5376 8.2797 -16.7160 0.330 0.257 0.062 0.496
H -29.9439 6.6750 -17.9311 0.058 0.004 -0.150 0.434
H -28.3117 6.7807 -18.6601 -0.147 0.340 -0.193 0.218
H -29.0209 4.5801 -18.5394 0.365 -0.945 0.169 0.352
H -29.3048 4.6895 -16.7840 -0.006 -0.412 0.058 0.363
H -27.8523 2.5079 -17.1825 0.223 -0.093 -0.265 0.421
H -27.5931 3.1661 -15.5932 -0.060 0.407 0.013 0.293
H -26.1827 2.8267 -16.5756 -0.070 -0.333 -0.031 -0.084
H -26.3165 5.5586 -18.9058 0.232 -0.001 -0.232 0.084
H -26.8636 3.9375 -19.3005 -0.088 -0.142 0.023 0.608
H -25.3898 4.1317 -18.3706 0.093 0.191 0.044 -1.146
H -24.6934 5.4252 -16.6366 0.634 0.338 -0.766 -0.842
C -25.9878 3.1252 -11.4705 0.189 -0.560 1.560 -1.723
C -26.1202 3.6015 -12.8447 -1.559 -0.815 -1.408 0.238
O -25.0382 4.3384 -13.2620 1.463 0.990 0.879 -0.447
H -25.0351 2.6099 -11.3480 0.101 0.200 0.333 0.327
H -26.7700 2.4021 -11.2395 -0.087 -0.111 -0.187 0.483
H -26.1399 3.9224 -10.7429 0.493 0.094 0.103 0.332
H -27.0744 4.1248 -12.9078 -0.133 0.474 -0.341 0.321
H -26.2199 2.7249 -13.4848 -0.118 -0.227 -0.299 0.195
H -25.1078 4.6944 -14.1508 -0.365 0.005 -0.646 0.025
C -22.1360 5.9910 -15.6407 -0.943 -0.344 -1.182 -0.737
C -22.1812 6.3676 -17.1296 -1.108 1.047 -1.041 0.605
O -23.3857 5.9120 -17.8261 0.412 -1.324 1.423 1.485
H -21.2267 6.3044 -15.1279 -0.077 -0.093 -0.193 0.410
H -22.3415 4.9272 -15.5219 0.477 -0.185 0.079 0.118
H -23.0153 6.4595 -15.1984 0.154 0.253 0.281 -0.043
H -21.3735 6.1248 -17.8201 0.594 -0.394 0.695 -0.562
H -22.3356 7.4425 -17.2238 0.720 0.468 0.433 -0.387
H -23.4792 6.4741 -18.5987 -0.163 0.556 -0.213 -0.637
C -23.9495 6.2293 -21.1368 0.148 0.225 -0.945 -0.650
C -24.5102 7.5928 -20.8231 -0.624 -0.856 0.869 -0.429
O -23.8522 7.9762 -19.6255 -0.038 0.880 0.078 -0.139
H -22.8875 6.3538 -21.3483 0.086 0.025 -0.489 0.256
H -24.4824 5.8478 -22.0078 0.245 -0.565 0.028 0.466
H -23.9252 5.5442 -20.2894 -0.747 -0.031 -0.056 -0.202
H -25.5773 7.5720 -20.6017 -0.180 -0.337 0.188 0.182
H -24.4726 8.3086 -21.6443 0.739 0.131 0.027 0.437
H -23.1506 8.5726 -19.8968 0.322 0.393 0.024 0.035
C -19.5536 5.6447 -20.1554 0.026 0.938 -1.193 -1.128
C -19.2761 7.1723 -20.0558 -0.486 -1.445 -0.041 0.469
O -18.2446 7.3137 -19.1662 1.494 -0.072 1.575 -0.573
H -18.7625 5.1805 -20.7443 0.143 -0.153 0.260 0.513
H -20.4700 5.4725 -20.7198 -0.193 -0.078 0.075 0.204
H -19.6303 5.1692 -19.1776 0.081 0.234 0.006 0.118
H -20.1783 7.6456 -19.6683 -0.265 0.323 -0.259 -0.382
H -18.8865 7.6477 -20.9560 -0.960 -0.246 -0.802 0.428
H -18.3162 8.1610 -18.7208 0.167 0.285 0.210 0.353
C -18.6549 7.7120 -16.0371 0.629 -1.616 0.408 -1.138
C -18.9428 9.1479 -16.1945 -0.213 0.698 0.441 0.020
O -18.5420 9.4874 -17.5061 0.077 0.744 -0.623 -0.522
H -17.6134 7.5118 -16.2885 0.139 0.202 -0.090 0.382
H -19.2098 7.0659 -16.7174 -0.281 0.188 0.051 0.103
H -18.7511 7.3272 -15.0218 -0.387 0.219 0.091 0.397
H -18.3870 9.7583 -15.4827 0.225 -0.092 0.170 0.360
H -19.9873 9.4219 -16.0460 -0.296 -0.244 -0.018 0.184
H -18.3548 10.4288 -17.5223 0.027 0.040 -0.246 0.254
C -22.0158 10.6627 -18.2843 -0.071 -0.108 -1.063 -0.678
C -21.3514 10.5047 -19.6684 1.775 -0.042 2.449 -0.064
O -22.1991 10.0444 -20.6594 -0.776 0.192 -0.791 -0.547
H -22.4626 9.7346 -17.9276 -0.162 -0.026 -0.168 -0.069
H -22.7803 11.4322 -18.3914 -0.073 -0.014 0.451 0.345
H -21.2596 10.9320 -17.5469 -0.028 0.261 -0.114 0.266
H -20.5196 9.8115 -19.5433 0.117 -0.336 0.007 -0.088
H -20.8317 11.4358 -19.8942 -0.432 0.376 -0.423 0.506
H -21.8467 10.3890 -21.4832 -0.272 -0.259 -0.276 0.286
C -23.6153 7.5675 -11.8431 -0.935 -0.490 0.236 -0.469
C -23.4524 6.5507 -10.7012 0.450 1.482 -0.609 -0.251
O -23.2182 5.2966 -11.2210 0.833 -1.071 0.321 -0.512
H -22.8229 7.5938 -12.5911 0.312 -0.075 0.381 0.165
H -23.8469 8.5644 -11.4680 0.067 0.073 -0.079 0.384
H -24.4934 7.1727 -12.3543 -0.236 0.415 -0.399 -0.107
H -24.3546 6.5765 -10.0900 -0.154 0.069 0.236 0.235
H -22.6047 6.8579 -10.0888 0.062 -0.344 0.226 0.328
H -23.8994 5.0548 -11.8527 -0.369 -0.109 -0.438 0.285
```
Forces are in eV/Å.